(A)
The following is a DFT calculation (ωB97M-V/def2-TZVPD) of an isolated molecule of ClH2NOS.

```
6
Properties=species:S:1:pos:R:3
S 0.85244 -0.41690 0.84151
H -1.10676 0.71500 0.54149
O -0.31796 1.20786 0.33127
Cl 2.49381 0.34286 -0.42634
N 0.12287 -1.52300 0.20668
H -0.51391 -1.72809 -0.59479
```

Values from the calculation:
HOMO-LUMO gap	9.908	eV
net charge	0
E_HOMO	-10.729	eV



(B)
The following is a DFT calculation (ωB97M-V/def2-TZVPD) of an isolated molecule of ClH2NOS.

```
6
Properties=species:S:1:pos:R:3
Cl 1.98247 -0.64596 -0.45698
O -0.26572 1.28413 -0.37228
H -1.50020 -1.59738 0.78491
H 0.37882 1.97229 -0.74401
N -0.79597 -1.03922 0.18580
S 0.20059 0.02614 0.60255
```

Values from the calculation:
HOMO-LUMO gap	9.719	eV
net charge	0
E_HOMO	-9.959	eV



(B) comes first in stability; the runner-up is 0.673 eV higher.



(A)
The following is a DFT calculation (ωB97M-V/def2-TZVPD) of CH8N5O as an isolated structure.

```
15
Properties=species:S:1:pos:R:3
H -0.40147 1.46678 0.19533
H 2.17237 2.35624 0.40109
H -3.44781 0.61238 -0.86332
H 2.98835 0.40664 0.15891
N 1.08025 -0.30554 -0.02934
H 2.00349 2.02516 1.12608
N -3.00100 -0.21642 -0.61663
O -1.42231 1.21103 0.12600
H 0.75640 -2.16044 0.27963
N 2.37095 -0.44258 0.06835
H -3.36087 -1.12324 -0.81662
C -1.77269 -0.06490 -0.19240
N 0.26580 -1.21568 0.07439
H 2.80445 -1.36485 0.15681
N -1.03591 -1.18459 -0.06827
```

Values from the calculation:
HOMO-LUMO gap (spin up / spin down)	8.977 / 8.976	eV
net charge	+1
E_HOMO (spin up / spin down)	-13.251 / -13.250	eV



(B)
The following is a DFT calculation (ωB97M-V/def2-TZVPD) of CH8N5O as an isolated structure.

```
15
Properties=species:S:1:pos:R:3
N 1.95761 -1.62963 -0.10614
H 1.20678 -2.33596 -0.31124
H 1.10186 0.66265 1.58457
N -0.55607 -0.11304 0.89664
O 1.66488 -0.38942 -0.43821
H 1.27052 2.51274 0.34586
H 2.79990 -2.00720 0.30884
N 0.59410 2.07437 -0.17225
H -3.05215 -0.40230 -1.14672
N 0.63484 0.45017 0.73621
H 1.05652 1.80364 -1.13412
H -1.31887 0.88182 -0.73653
C -1.47871 0.10301 -0.02008
H -3.25552 -1.00971 0.40795
N -2.62569 -0.60115 -0.21479
```

Values from the calculation:
HOMO-LUMO gap (spin up / spin down)	8.298 / 8.297	eV
net charge	+1
E_HOMO (spin up / spin down)	-13.341 / -13.345	eV



(C)
The following is a DFT calculation (ωB97M-V/def2-TZVPD) of a 2-piece molecular cluster, CH8N5O overall.

```
15
Properties=species:S:1:pos:R:3
N 0.10766 -0.65752 1.05901
H -1.80796 -0.01180 1.65155
N -1.65974 -2.06564 1.55060
O 1.63501 0.58629 -2.86494
H 1.34463 -0.25313 -3.36611
H 1.01769 2.57576 -1.69853
C -1.11893 -0.86116 1.43472
H 0.45349 0.21137 0.74593
N 1.15225 0.51706 -1.61133
N 0.51370 1.85708 0.07514
H 0.67274 2.82666 0.29724
N 0.96072 1.70247 -1.10212
H -2.74788 -2.05028 1.59238
H -1.25867 -2.95327 1.38281
H 0.73530 -1.42389 0.85367
```

Values from the calculation:
HOMO-LUMO gap	9.024	eV
net charge	+1
E_HOMO	-12.101	eV



(C) comes first in stability; the runner-up is 0.267 eV higher.



(A)
The following is a DFT calculation (ωB97M-V/def2-TZVPD) of an isolated ion of composition C4H12N2O and charge +1.

```
19
Properties=species:S:1:pos:R:3
C 0.30426 -0.09106 1.90362
H -0.67597 -0.23697 3.61858
H 0.69419 -1.10333 1.93821
H -1.01033 -0.61892 0.31947
H 1.31152 -0.51930 -2.60440
H -1.54588 -0.71724 -1.95131
H 1.36601 -1.13346 -0.24871
C 0.95436 -0.14547 -0.47067
H 1.73309 0.58159 -0.24912
H -1.18867 1.75718 -0.46556
C -0.24666 0.16846 0.47512
N -0.60049 -0.97726 -2.23681
C 0.50071 -0.14996 -1.97041
N -0.60081 1.54811 0.32912
H -1.09314 1.84759 1.17153
H -0.46989 -1.98964 -2.16174
H 0.26959 0.89008 -2.21897
O -0.76734 0.20756 2.77349
H 1.06543 0.68203 2.04857
```

Values from the calculation:
HOMO-LUMO gap (spin up / spin down)	10.658 / 4.992	eV
2S+1	2
net charge	+1
E_HOMO (spin up / spin down)	-14.028 / -13.574	eV
expectation value of S²	0.756



(B)
The following is a DFT calculation (ωB97M-V/def2-TZVPD) of a 2-piece molecular cluster, C4H12N2O overall.

```
19
Properties=species:S:1:pos:R:3
C 0.08861 1.45281 0.10304
N 1.79070 -0.19500 0.01839
O -0.16901 1.69420 -3.54158
H -2.02234 -0.79977 2.65318
H 2.23655 -0.80806 -0.65326
H -0.29447 1.83988 -2.60507
H 0.44979 -2.00203 1.71496
C -0.46080 -1.02352 0.03745
H -0.56089 0.03759 2.68733
H 0.02009 -1.78979 -0.58115
C -0.54419 -1.65644 1.46609
H 0.73767 2.32758 0.03747
H -0.55808 2.42481 -4.04040
H -1.43230 -0.72864 -0.32974
H 2.43087 0.40439 0.52441
H -0.95421 1.66875 0.26533
N -1.01411 -0.85483 2.55363
C 0.48476 0.13344 0.02589
H -1.20902 -2.51936 1.39354
```

Values from the calculation:
HOMO-LUMO gap (spin up / spin down)	9.308 / 5.270	eV
2S+1	2
net charge	+1
E_HOMO (spin up / spin down)	-13.325 / -13.191	eV
expectation value of S²	0.765



(B) comes first in stability; the runner-up is 0.352 eV higher.



(A)
The following is a DFT calculation (ωB97M-V/def2-TZVPD) of a 2-piece molecular cluster, C6H16 overall.

```
22
Properties=species:S:1:pos:R:3
C 1.06595 0.92690 -0.37655
H 3.15013 1.53373 -0.28635
H -1.47026 -3.06954 0.99145
H -1.01333 0.63701 -1.01091
H -1.65896 -1.77344 -0.24872
C -0.25517 1.41854 -1.12898
H -1.12115 -1.14681 2.41482
C 1.35653 -0.52758 -0.48879
H 0.63475 -1.25223 -0.12445
H -0.67160 2.32937 -0.72120
H -2.74640 -1.78090 2.59187
H 1.49988 -0.75111 -1.57597
H -2.99594 -2.56795 0.43075
H 2.07123 2.88996 -0.49504
C -2.09179 -1.23458 1.91202
H -2.40335 -0.20002 1.78767
H -0.06860 1.35928 -2.20083
H 2.34839 -0.75458 -0.07434
H 2.32240 1.81765 -1.82573
C -2.01566 -2.16880 0.70903
C 2.18536 1.82767 -0.71885
H 0.73540 1.07901 0.70599
```

Values from the calculation:
HOMO-LUMO gap (spin up / spin down)	11.743 / 4.114	eV
2S+1	2
net charge	+1
E_HOMO (spin up / spin down)	-14.675 / -14.673	eV
expectation value of S²	0.753



(B)
The following is a DFT calculation (ωB97M-V/def2-TZVPD) of a 2-piece molecular cluster, C6H16 overall.

```
22
Properties=species:S:1:pos:R:3
H -2.04947 0.14807 0.05688
H 1.95846 -0.16656 -0.07654
C 0.57985 -0.90035 1.52183
H 0.26074 -2.27953 3.15566
H 1.60901 -1.20348 3.42396
H -0.55024 -0.26607 -1.34812
C -2.19309 0.83737 -0.79442
H -3.04233 0.31144 -1.23630
H 0.40567 1.23435 -3.13583
C 1.06767 -1.76912 2.65267
H -0.15727 1.51963 -1.06826
C -0.87608 0.83902 -1.54465
H -0.93171 0.30120 -3.70235
H -2.24456 1.80302 -0.29791
H 0.03099 -1.43659 0.73954
C 1.79590 -0.09289 1.00025
H 2.71733 -0.43524 1.47366
H 1.83698 -2.45201 2.26381
H 1.78752 0.95675 1.23838
H -1.18807 2.06432 -3.26264
H -0.15693 -0.13994 1.97820
C -0.66037 1.12661 -3.03782
```

Values from the calculation:
HOMO-LUMO gap (spin up / spin down)	11.503 / 3.776	eV
2S+1	2
net charge	+1
E_HOMO (spin up / spin down)	-14.657 / -14.462	eV
expectation value of S²	0.753



(A) comes first in stability; the runner-up is 0.609 eV higher.